Below is a molecular structure, C2H4N2O, with properties calculated with the ωB97M-V functional and the def2-TZVPD basis.

Net charge: 0
LUMO energy (eV): 0.397
ΔE to the lowest compared entry with this formula, charge and spin (kcal/mol): 62.0
Highest occupied orbital energy (eV): -9.7
Gap between HOMO and LUMO (eV): 10.12
Spin multiplicity: 1

Geometry as XYZ:
```
9
Properties=species:S:1:pos:R:3:forces:R:3:nbo_charge:R:1
N -0.77541 1.37783 1.18137 -0.5 -0.4 -0.3 -0.6873
C -1.35503 0.51268 0.60065 -1.0 1.8 0.9 0.2849
N 0.13123 -0.98372 -0.11232 -0.2 -0.5 -0.4 -0.8373
C 1.00557 -0.45251 -1.02382 -0.2 -0.1 -0.1 0.5226
O 2.21200 -0.60717 -1.01943 -0.6 0.1 0.2 -0.5976
H -1.35631 2.11495 1.55488 0.2 0.5 0.3 0.4288
H -0.97483 -0.70850 -0.06281 2.9 -1.3 -0.5 0.3863
H 0.61452 -1.39199 0.68888 -0.5 0.0 -0.2 0.3975
H 0.49827 0.13843 -1.80740 0.0 0.0 0.0 0.1021
```
Positions in Å, forces in eV/Å.

=====

Below is a molecular structure, C14H14BrF6IN7PRe, with properties calculated with the ωB97M-V functional and the def2-TZVPD basis.

Net charge: +3
LUMO energy (spin up / spin down) (eV): -13.353 / -13.349
Highest occupied orbital energy (spin up / spin down) (eV): -18.6 / -18.6
Gap between HOMO and LUMO (spin up / spin down) (eV): 5.22 / 5.22
Spin multiplicity: 1

Geometry as XYZ:
```
45
Properties=species:S:1:pos:R:3:forces:R:3:lowdin_charge:R:1
Re -0.83710 0.48242 -0.85505 1.7 -0.5 -0.9 1.1874
C -3.57908 -4.01333 2.17197 0.4 -0.7 0.5 -0.0124
C -3.59568 -2.68478 1.54019 0.0 0.9 -0.5 -0.1944
C -4.69897 -1.82487 1.65732 0.6 -0.3 -0.2 0.0630
C -4.65573 -0.56802 1.07611 0.4 0.6 -0.4 -0.0211
C -3.49662 -0.21722 0.40936 -0.4 -0.8 0.5 -0.6601
Br -3.25804 1.48673 -0.41564 0.6 -0.2 -0.1 0.9555
N -2.43172 -1.01115 0.26536 0.6 1.6 -0.9 -0.1138
C -2.48772 -2.22254 0.80172 -0.4 -0.7 0.5 -0.0480
H -4.58072 -4.32232 2.46140 0.0 -0.1 -0.1 0.1042
H -2.96791 -3.99610 3.08508 -0.2 0.1 -0.1 0.1175
H -3.11098 -4.76731 1.53547 -0.2 0.0 -0.1 0.1054
H -5.58652 -2.13713 2.19163 0.0 0.0 0.0 0.1507
H -5.48309 0.12389 1.14492 -0.1 0.0 0.0 0.1367
H -1.64273 -2.87505 0.62688 0.0 -0.1 0.0 0.1266
N 1.05005 -2.16101 0.24563 -0.6 -0.2 0.1 0.2202
C 1.78420 -1.28422 -0.40955 1.1 0.1 -0.6 -0.4233
N 3.05179 -1.54284 -0.63093 0.3 -1.3 0.7 0.2183
C 3.86067 -0.68621 -1.24966 -2.0 -0.1 0.5 -0.3758
N 5.10303 -0.96877 -1.51004 0.5 0.0 -0.1 0.2775
N 3.33754 0.51946 -1.60100 0.1 1.8 -0.8 0.2387
C 2.07937 0.75552 -1.43857 1.4 -0.5 -0.2 -0.2874
N 1.19534 -0.13256 -0.90672 -2.5 0.1 0.3 -0.0343
C 1.51616 2.04200 -1.84898 0.8 0.6 -0.4 -0.1738
C 2.27243 3.07058 -2.39251 -0.3 -0.6 0.3 0.0795
C 1.63660 4.25724 -2.74181 -0.1 -0.1 0.0 0.0576
C 0.26765 4.37120 -2.53989 -0.2 -0.3 0.1 0.0397
C -0.42259 3.29280 -1.99814 -0.5 1.2 -0.4 -0.0796
N 0.18855 2.16185 -1.66788 -0.7 -1.7 0.9 -0.0936
H 1.53701 -2.93927 0.67450 0.0 0.1 0.0 0.1555
H 0.16969 -1.86848 0.64494 0.3 -0.1 0.1 0.0664
H 5.50088 -1.86614 -1.25380 -0.2 0.1 0.0 0.1602
H 5.69925 -0.29370 -1.97321 -0.1 0.0 0.1 0.1553
H 3.33149 2.92196 -2.53244 0.1 0.0 0.0 0.1411
H 2.20474 5.07020 -3.17081 0.0 0.1 0.0 0.1478
H -0.27504 5.26800 -2.80374 0.0 0.0 0.0 0.1429
H -1.49449 3.34696 -1.84546 0.1 0.0 0.0 0.0997
I -1.40624 -0.65654 -3.13519 0.2 0.8 1.9 0.6600
F -0.48643 0.82312 0.93151 -0.8 0.0 -1.2 -0.3614
P 1.78666 0.86873 2.95478 0.2 -0.6 -0.7 0.3770
F 2.99109 0.38503 3.77040 -0.4 0.3 -0.1 0.0154
F 1.50235 -0.64846 2.44936 0.0 0.3 0.4 -0.1478
F 0.37382 0.87061 3.58770 0.4 0.2 -0.1 -0.0271
F 2.00095 2.37825 3.27977 0.0 -0.2 0.2 -0.0491
F 2.05611 1.19149 1.41503 0.0 0.2 0.6 -0.0970
```
Positions in Å, forces in eV/Å.

=====

Below is a gas-phase ion, C23H26N3 (charge +1), with properties calculated with the ωB97M-V functional and the def2-TZVPD basis.

Net charge: +1
LUMO energy (eV): -2.590
ΔE to the lowest compared entry with this formula, charge and spin (kcal/mol): 102.2
Highest occupied orbital energy (eV): -10.3
Structure (SMILES): CN[N@@H+](C)C1(c2ccc(N(C)C)cc2)c2ccccc2-c2ccccc21
Gap between HOMO and LUMO (eV): 7.67
Spin multiplicity: 1

Geometry as XYZ:
```
52
Properties=species:S:1:pos:R:3:forces:R:3:nbo_charge:R:1
C 0.63087 -3.64249 -1.46750 0.7 0.6 0.0 -0.4407
N 0.36787 -2.17294 -1.37742 -1.4 -3.3 -1.4 -0.4817
N -0.73541 -1.79484 -0.54304 -2.5 -1.1 -5.9 -0.2903
C -1.45674 -3.06202 -0.11508 -1.0 -0.1 -0.4 -0.4197
C -0.91179 -0.43504 -0.11128 1.0 4.9 3.9 0.0162
C 0.48295 0.17394 0.00437 0.2 -0.7 1.3 -0.0681
C 1.56581 -0.58044 0.54247 -1.1 0.4 -0.1 -0.2249
C 2.80274 -0.00378 0.61278 2.3 -0.5 0.5 -0.3019
C 3.06444 1.34256 0.27887 -0.7 1.2 -0.8 0.3125
N 4.33108 1.89259 0.25787 -0.2 -0.5 0.4 -0.4367
C 5.49554 1.05823 0.03596 0.4 0.0 0.0 -0.4009
C 4.61795 3.32225 0.27438 -0.2 0.2 -0.2 -0.4127
C 1.92186 2.11880 -0.08676 1.3 0.2 0.1 -0.2851
C 0.70761 1.51811 -0.23365 -2.0 0.4 -0.2 -0.1965
C -1.89949 0.58406 -0.92467 -0.4 -3.1 -0.3 -0.0600
C -1.77730 0.96768 -2.25914 0.5 0.1 -0.1 -0.2137
C -2.91887 1.43259 -2.92583 0.4 0.1 -0.6 -0.2069
C -4.14693 1.48740 -2.27516 0.0 -0.1 0.5 -0.1737
C -4.28556 1.10293 -0.93780 0.7 -0.5 0.4 -0.1799
C -3.16004 0.58470 -0.28323 0.3 -0.2 -0.6 -0.0349
C -3.04385 -0.07646 1.04077 0.9 0.7 0.2 -0.0816
C -3.89701 0.07696 2.12540 -0.2 -0.3 -0.6 -0.1728
C -3.43343 -0.22993 3.40189 0.3 -0.1 -0.7 -0.1888
C -2.08287 -0.55944 3.56431 -0.2 -0.2 0.5 -0.1912
C -1.20221 -0.70986 2.48054 0.1 0.3 0.5 -0.2249
C -1.71782 -0.53915 1.20697 -0.1 1.4 0.2 0.0472
H 1.38273 -3.72637 -2.29847 -0.7 -0.1 0.9 0.2488
H 1.05387 -4.03328 -0.48324 -0.3 0.1 -1.4 0.1878
H -0.31483 -4.18967 -1.72941 1.5 0.4 -0.2 0.2142
H 1.14867 -1.61821 -1.38669 1.9 1.7 0.7 0.4099
H -1.38385 -1.41481 -1.39029 0.9 -2.0 1.7 0.5195
H -2.13940 -2.87689 0.70865 0.3 0.1 0.1 0.2606
H -2.04493 -3.17950 -1.04628 -0.1 -1.0 1.0 0.2170
H -0.78235 -3.95617 0.03424 -1.1 1.7 0.4 0.2592
H 1.41191 -1.59075 0.96387 0.2 0.5 -0.5 0.2151
H 3.69157 -0.60064 0.94538 -1.3 0.4 -0.1 0.2217
H 5.27028 -0.00140 0.16128 0.1 0.3 0.0 0.2061
H 5.89340 1.19783 -0.98510 -0.1 0.0 0.3 0.1968
H 6.28879 1.33845 0.74665 -0.2 -0.2 -0.2 0.2054
H 3.94492 3.87274 0.95117 0.2 -0.3 -0.2 0.2152
H 5.65052 3.46808 0.63906 -0.5 -0.1 -0.1 0.2182
H 4.55722 3.78440 -0.72941 0.0 -0.2 0.3 0.1956
H 1.99433 3.17479 -0.34546 0.2 -0.3 0.2 0.2289
H -0.19809 2.12092 -0.49846 1.2 -0.4 0.1 0.2337
H -0.78876 0.93564 -2.76715 -0.8 0.0 0.3 0.2386
H -2.83553 1.73362 -3.98924 -0.1 -0.2 0.9 0.2366
H -5.02955 1.78013 -2.81451 -0.1 0.2 -0.2 0.2320
H -5.23148 1.10451 -0.39150 0.1 0.1 -0.5 0.2283
H -4.90366 0.44221 1.90937 0.2 0.0 0.5 0.2237
H -4.12064 -0.16309 4.23117 0.2 0.1 0.2 0.2337
H -1.71961 -0.67779 4.58734 0.0 0.0 -0.4 0.2295
H -0.11492 -0.78116 2.69101 -0.9 -0.3 -0.3 0.2356
```
Positions in Å, forces in eV/Å.

=====

Record order is preserved below.
E_tot: -7163.793 -131021.774 -28732.656 eV